ORCA calculation (ωB97M-V with the def2-TZVPD basis set) on a structure of composition C3H5NO3 at a distorted geometry.

Summary:
Highest occupied orbital energy (spin up / spin down), eV: -8.9983 / -8.2573
Kohn-Sham gap (spin up / spin down), eV: 9.2 / 8.4
Energy relative to the best compared isomer or geometry (same formula, charge and spin), kcal/mol: 169.2
Net charge: 0

XYZ file:
```
12
Properties=species:S:1:pos:R:3:forces:R:3:nbo_charge:R:1
O -0.190 1.307 0.480 0.07 -0.01 3.87 -0.255
O 2.785 -0.118 0.627 0.24 1.31 0.63 -0.496
O -1.562 0.458 -0.059 -1.78 -0.47 -2.37 -0.477
N 2.316 -1.327 -1.291 -0.96 -0.61 -3.12 -0.758
C 0.648 1.686 -0.193 2.24 1.85 -1.22 0.333
C -2.178 -0.254 0.919 -0.65 -2.69 -0.29 -0.288
C 2.519 -0.549 -0.413 0.31 -1.00 1.19 0.824
H 1.911 -1.257 -2.239 0.54 0.11 1.31 0.431
H -1.557 -0.533 1.790 -0.17 1.01 0.18 0.188
H -2.246 -1.313 0.501 -0.40 0.81 0.25 0.172
H -3.230 0.060 1.130 0.92 0.12 0.37 0.166
H 0.785 1.839 -1.252 -0.37 -0.44 -0.81 0.158
```
Positions in Å, forces in eV/Å.